Formula: C25H55IN2O6P
Source: OMol25
Level of theory: ωB97M-V/def2-TZVPD

Maximum force (eV/Å): 9.2
E_tot (eV): -59456.65903
Kohn-Sham gap (eV): 7.26
LUMO energy (eV): -3.71

Structure (ORCA input):
```
! RIJCOSX wB97M-V def2-TZVPD def2/J DEFGRID3
* xyz 1 1
C 0.20403 3.46141 4.44283
C 0.70503 4.04968 2.99418
O 0.11555 3.39048 1.81819
P 0.85088 1.84900 1.47958
O 1.81694 1.33213 2.62843
C -0.51071 0.48377 1.19971
C -1.79683 0.66009 2.22946
C -3.16912 1.05318 1.38498
N -3.46980 0.82569 -0.10879
C -4.84633 1.44830 -0.22145
C -5.45564 1.40781 -1.74248
C -5.41233 2.06490 1.18815
C -6.85491 2.82958 1.36287
C -6.68112 4.23530 2.19437
C -6.76632 5.58898 1.26976
I -8.82330 6.41906 1.17985
N -4.29143 1.77381 2.16127
O 1.71076 1.92922 -0.07285
C 2.96735 2.68026 0.06998
C 2.74515 4.33393 0.08635
H -0.18342 2.35705 4.42279
H 1.10049 3.48027 5.22546
H -0.67500 4.13111 4.86971
H 0.33549 5.18419 2.95278
H 1.87391 4.09634 3.00594
H -0.82193 0.61757 0.05499
H 0.00747 -0.56290 1.32291
H -1.93547 -0.24491 2.95982
H -1.54284 1.62532 2.88108
H -2.84385 0.36812 -0.81006
H -4.80754 2.16904 -2.39493
H -6.55657 1.80888 -1.77011
H -5.33502 0.35672 -2.26945
H -7.69367 2.17879 1.86919
H -7.20100 3.13534 0.26553
H -5.68218 4.27956 2.82329
H -7.57846 4.28820 2.97338
H -6.11940 6.43714 1.80470
H -6.38283 5.46183 0.17115
H -4.32153 2.06074 3.16686
H 3.65923 2.47854 -0.87701
H 3.59514 2.38459 1.01334
H 3.09929 4.68427 1.14836
H 1.62918 4.65062 -0.08314
H 3.39106 4.88044 -0.72257
C -1.10109 -3.24397 -3.88016
C -0.37705 -2.06758 -3.24551
O -0.82094 -1.77424 -1.92302
C -0.66871 -2.81240 -0.95781
C 0.77342 -3.24794 -0.76090
H -2.18247 -3.06041 -3.90434
H -0.74739 -3.40271 -4.90430
H -0.94022 -4.16976 -3.32442
H -0.56813 -1.17283 -3.84641
H 0.70638 -2.21932 -3.25575
H -1.30730 -3.66365 -1.21591
H -1.05069 -2.41795 -0.00886
H 1.20581 -3.65849 -1.67639
H 0.83617 -4.01723 0.01461
H 1.39274 -2.39597 -0.46028
C 4.04401 -4.48498 -5.81674
C 2.75487 -4.16696 -6.55694
O 2.11411 -2.97962 -6.09679
C 2.86246 -1.77119 -6.20747
C 3.25631 -1.43275 -7.63525
H 3.85392 -4.58194 -4.74057
H 4.47441 -5.42230 -6.18464
H 4.79250 -3.70085 -5.94593
H 2.04770 -4.98715 -6.39762
H 2.92341 -4.11155 -7.63651
H 3.74002 -1.81005 -5.55367
H 2.22417 -0.96930 -5.81818
H 3.90218 -2.19695 -8.07395
H 3.79400 -0.48033 -7.66616
H 2.36646 -1.35353 -8.26904
C 4.67476 -3.29024 6.05932
C 3.60624 -3.71330 5.06424
O 2.44225 -2.89102 5.09725
C 2.63349 -1.50874 4.80519
C 3.20795 -1.25718 3.42138
H 4.27080 -3.29267 7.07936
H 5.52876 -3.97436 6.01664
H 5.04392 -2.28285 5.85760
H 3.28022 -4.72878 5.31054
H 4.00914 -3.75762 4.04804
H 3.24983 -1.04145 5.58032
H 1.64710 -1.03446 4.86913
H 4.19833 -1.70272 3.30197
H 3.29852 -0.18257 3.23647
H 2.55923 -1.69151 2.65307
*
```